This record from OMol25 describes a 2-piece molecular cluster, C16H19Cl2NO3 overall in a non-equilibrium geometry. The level of theory is wB97M-V/def2-TZVPD.

Properties
relative energy (zero: lowest compared OMol25 entry of this formula, charge and spin)	2.1370	eV
max |F|	1.166	eV/A
E_tot	-49576.0461	eV
charge	0
frontier orbital gap	6.00	eV

Atoms and positions in Å:
C (-1.82130, 1.26131, -3.01388)
C (-2.47490, 0.86248, -1.72254)
Cl (-4.18623, 1.01289, -1.72940)
C (-1.81719, 0.40093, -0.65831)
Cl (-2.72118, -0.10023, 0.73494)
C (-0.32731, 0.20223, -0.48652)
C (0.24159, -0.91524, -1.40897)
C (0.98194, -0.15070, -2.43091)
N (1.14832, 1.05975, -2.06166)
C (0.60895, 1.40092, -0.71416)
C (1.85241, 1.52830, 0.21078)
C (1.64744, 1.08132, 1.63591)
C (1.49768, 2.04182, 2.63141)
C (1.33765, 1.65945, 3.95629)
C (1.33577, 0.31803, 4.31177)
C (1.46851, -0.66191, 3.33109)
C (1.46370, -2.12901, 3.66021)
C (1.63196, -0.25984, 2.00876)
H (-1.05168, 2.00989, -2.82916)
H (-2.54778, 1.73253, -3.66750)
H (-1.42255, 0.40064, -3.55296)
H (-0.25667, -0.22148, 0.50764)
H (-0.50512, -1.54227, -1.90971)
H (0.97512, -1.50038, -0.84868)
H (1.33445, -0.52438, -3.38256)
H (1.60714, 1.79762, -2.58166)
H (0.03899, 2.32434, -0.77409)
H (2.68875, 0.99107, -0.23642)
H (2.13963, 2.57891, 0.23760)
H (1.51650, 3.10139, 2.41040)
H (1.22455, 2.40528, 4.73046)
H (1.23335, 0.03159, 5.34926)
H (1.76311, -2.32106, 4.68676)
H (2.09509, -2.68338, 2.97096)
H (0.44899, -2.51599, 3.54687)
H (1.75719, -1.02191, 1.24657)
C (-2.76938, -3.01419, -3.09647)
O (-1.77265, -2.80210, -2.33561)
O (-3.91726, -2.27874, -2.71662)
O (-2.87075, -3.73130, -4.07614)
H (-3.57683, -1.82855, -1.93375)

Force components x, y, z for each atom (eV/Å):
-0.1 0.3 0.0
0.3 0.0 -0.2
-0.1 0.0 0.1
-0.3 0.3 0.0
0.1 0.0 0.1
-0.2 -1.1 0.0
0.3 1.0 -0.5
-0.2 -0.2 0.5
0.0 1.1 -0.2
0.1 -0.8 -0.1
-0.3 0.1 0.3
0.0 0.3 0.3
-0.1 0.0 0.3
0.0 -0.2 0.1
-0.1 0.1 -0.3
0.3 0.0 0.0
-0.4 0.1 -0.1
0.0 0.1 -0.1
0.2 -0.1 -0.1
-0.1 0.0 0.0
0.1 -0.1 0.1
0.3 0.5 0.2
-0.5 -0.8 0.2
-0.1 -0.4 -0.2
0.1 0.0 0.0
0.1 -0.3 -0.3
0.1 0.1 0.0
0.0 -0.2 0.0
0.1 0.0 -0.1
0.0 0.0 -0.2
0.0 0.1 0.0
0.0 0.0 0.1
0.1 0.0 0.0
0.1 -0.1 0.1
0.0 -0.1 0.0
0.1 -0.1 0.0
-0.1 0.0 -0.1
0.3 0.4 0.1
0.5 -0.1 0.0
0.0 0.1 0.0
-0.3 0.0 0.1



This record from OMol25 describes C16H19Cl3CoN4O5 as an isolated structure in a non-equilibrium geometry. The level of theory is wB97M-V/def2-TZVPD.

Properties
relative energy (zero: lowest compared OMol25 entry of this formula, charge and spin)	12.1655	eV
spin multiplicity	4
max |F|	1.794	eV/A
E_tot	-108284.0103	eV
charge	0
frontier orbital gap (alpha / beta)	3.93 / 4.42	eV
expectation value of S²	3.87

Atoms and positions in Å:
Co (0.10392, -0.22651, -0.42286)
Cl (1.62360, -6.97649, 0.10118)
C (0.92870, -5.37408, 0.25831)
C (1.58560, -4.30730, -0.32592)
C (1.05529, -3.02206, -0.22256)
Cl (3.05600, 0.23470, -1.32332)
C (-0.14962, -2.83429, 0.49303)
O (-0.64692, -1.59946, 0.60494)
C (-0.77548, -3.93873, 1.05428)
Cl (-2.26752, -3.69307, 1.91567)
C (-0.25595, -5.22639, 0.95330)
H (2.50883, -4.46289, -0.86775)
H (-0.76219, -6.06715, 1.40153)
C (1.03981, 3.23482, 1.34975)
C (1.91951, 2.20099, 0.67653)
N (1.42919, 1.21514, 0.06493)
C (4.81376, 0.83003, -0.36966)
C (4.39748, 1.78216, 0.46446)
N (3.28062, 2.47524, 0.87650)
C (5.64439, 2.26024, 1.25415)
O (6.81958, 1.71120, 0.99155)
O (5.51004, 3.13589, 2.05927)
C (3.12757, 0.49068, -2.90386)
O (2.72129, 0.80404, -3.92337)
O (1.64512, -1.97117, -0.79080)
H (0.34157, 2.72673, 2.01224)
H (0.46029, 3.75978, 0.59016)
H (1.59776, 3.97932, 1.91748)
H (3.51889, 3.16663, 1.57565)
H (6.72348, 1.00028, 0.33308)
C (-2.11372, 4.02864, -2.65786)
C (-2.55882, 2.92978, -1.69997)
C (-3.85668, 2.29545, -2.18991)
C (-2.74770, 3.51285, -0.29715)
N (-1.48652, 1.91063, -1.76074)
N (-1.67217, 0.77430, -0.91609)
H (-2.86204, 4.82013, -2.70239)
H (-1.96896, 3.62456, -3.65946)
H (-1.17393, 4.47774, -2.32574)
H (-4.62351, 3.06035, -2.31344)
H (-4.24362, 1.56254, -1.47906)
H (-3.69991, 1.80413, -3.15086)
H (-3.56557, 4.23432, -0.30013)
H (-1.84609, 4.02821, 0.03831)
H (-3.00930, 2.75590, 0.44613)
H (-0.60669, 2.32764, -1.46936)
H (-2.28604, 0.11426, -1.38160)
H (-2.11906, 1.01758, -0.03177)

Force components x, y, z for each atom (eV/Å):
1.1 -1.2 0.7
0.0 0.1 0.0
-0.1 -0.2 0.1
0.1 0.1 0.0
0.4 0.2 -0.3
-1.6 0.0 0.1
-0.1 0.2 0.2
-0.4 0.2 -0.2
0.1 0.0 0.0
-0.1 0.0 0.0
0.1 0.1 -0.1
0.0 0.0 0.0
0.0 0.0 0.0
-0.1 0.1 0.0
0.0 -0.1 0.3
0.7 -0.4 -0.3
0.4 0.5 0.2
0.3 -0.1 0.3
-0.2 -0.2 -0.4
-0.2 0.1 -0.1
0.0 0.0 0.0
0.0 0.0 0.1
0.8 -0.5 -0.6
-0.1 0.2 0.1
-1.1 1.1 0.0
0.0 0.0 0.0
0.0 0.0 0.0
0.0 -0.1 0.0
0.0 0.1 0.0
0.0 0.0 0.0
0.0 0.0 0.0
0.0 -0.1 -0.1
0.0 0.0 0.0
0.0 0.0 0.0
0.1 0.0 0.1
0.0 0.0 -0.1
0.0 0.0 0.0
0.0 0.0 0.0
0.0 0.0 0.0
0.0 0.0 0.0
0.0 0.0 0.0
0.0 0.0 0.0
0.0 0.0 0.0
0.0 0.0 0.0
0.0 0.0 0.0
0.0 0.0 0.0
0.0 0.0 0.0
0.0 -0.1 0.0